(1)
9
Properties=species:S:1:pos:R:3:forces:R:3 method="wB97M-V/def2-TZVPD" fmax_ha_per_bohr=0.0577 total_charge=0 smiles="O=[N+]([O-])c1nnn[nH]1" multiplicity=1 relative_energy_kcal_mol=25.8 e_lumo_ha=-0.058 e_tot_ev=-12593.6413
C 0.029 -0.041 -0.071 2.1 0.4 0.5
H 0.752 2.012 -0.121 -0.7 1.3 -0.1
N -1.393 0.004 0.029 -1.9 -2.0 -1.2
N 0.770 -1.133 0.003 -2.2 0.5 0.4
N 2.002 -0.705 0.089 2.0 -1.7 -0.6
N 2.131 0.536 -0.010 -1.3 2.0 0.4
N 0.852 1.040 -0.061 0.7 -2.6 -0.1
O -1.943 1.069 0.081 0.3 1.4 0.4
O -1.990 -1.064 -0.056 1.0 0.6 0.4

***

(2)
12
Properties=species:S:1:pos:R:3:forces:R:3 method="wB97M-V/def2-TZVPD" fmax_ha_per_bohr=0.0990 total_charge=0 smiles="C=NC1C(F)(F)C1(F)F" multiplicity=1 relative_energy_kcal_mol=55.1 e_lumo_ha=0.032 e_tot_ev=-16553.5168
C 1.320 -0.072 -0.717 -2.4 -0.2 -0.8
C -0.249 -0.939 0.743 -4.0 -0.8 3.1
C 2.477 -0.575 0.051 2.1 -0.5 -0.5
C 2.154 0.904 0.030 1.3 -1.0 -0.8
N 0.000 -0.273 -0.251 -0.5 1.4 -1.8
F 2.398 -1.318 1.166 -0.6 0.4 0.4
F 3.529 -1.107 -0.591 0.3 0.6 -0.8
F 2.895 1.763 -0.675 0.2 0.0 0.0
F 1.727 1.425 1.141 -0.7 0.9 1.3
H 1.156 0.023 -1.801 1.5 -0.2 0.2
H -1.363 -0.979 1.106 1.9 -0.1 -0.9
H 0.429 -1.381 1.419 0.7 -0.7 0.5

***

(3)
9
Properties=species:S:1:pos:R:3:forces:R:3 method="wB97M-V/def2-TZVPD" fmax_ha_per_bohr=0.1222 total_charge=0 smiles="S=C1C=C=NC=N1" multiplicity=1 relative_energy_kcal_mol=104.0 e_lumo_ha="-0.120 / -0.120" e_tot_ev=-17990.3238
C -0.613 0.522 0.890 -3.9 2.7 1.8
C 1.367 -0.301 -0.743 -1.5 0.0 1.1
C 0.479 1.301 0.676 2.8 -3.7 -4.2
C -0.852 -0.416 -0.217 -3.7 -1.1 1.7
N 1.404 0.896 -0.161 -1.8 2.4 3.4
N 0.203 -0.907 -0.782 0.8 -0.6 -1.6
S -2.602 -0.976 -0.096 3.5 0.7 -0.8
H -1.620 0.704 1.449 2.7 -0.1 -0.5
H 2.234 -0.823 -1.015 1.2 -0.2 -0.9